# 1
ORCA calculation (the ωB97M-V functional and the def2-TZVPD basis) on a 2-piece molecular cluster, C3H7ClOS overall at a distorted geometry.

Summary:
strongest force on any atom	2.97	eV/A
highest occupied orbital energy (alpha / beta)	-0.37614 / -0.36692	hartree
HOMO-LUMO gap (alpha / beta)	7.87 / 7.22	eV
molar mass	126.61	Da
total charge	0

Positions of all 13 atoms, in Å:
C1 -1.265 -1.041 0.224
C2 -0.173 1.266 -0.459
C3 -0.075 -0.056 0.363
O1 1.762 -2.100 0.340
S1 1.382 -0.921 -0.472
Cl1 3.226 1.119 0.193
H1 -1.300 -1.953 0.825
H2 -2.251 -0.488 0.309
H3 -1.252 -1.363 -0.817
H4 0.730 1.868 -0.269
H5 -0.845 2.031 -0.039
H6 0.007 1.292 -1.550
H7 0.054 0.347 1.352

Listed below, in e, are the natural (NBO) charges computed for each atom: -0.64, -0.70, -0.40, -0.75, 1.28, -0.48, 0.24, 0.24, 0.21, 0.27, 0.25, 0.23, 0.26

---

# 2
ORCA calculation (the ωB97M-V functional and the def2-TZVPD basis) on a 2-piece molecular cluster, C3H7ClOSi overall at a distorted geometry.

Summary:
strongest force on any atom	3.56	eV/A
highest occupied orbital energy	-0.30920	hartree
HOMO-LUMO gap	7.66	eV
molar mass	122.63	Da
total charge	0

Positions of all 13 atoms, in Å:
C1 -1.962 0.850 -0.263
C2 -0.719 1.300 -0.327
C3 0.974 -1.611 -0.488
O1 1.011 0.230 2.447
Si1 0.866 0.283 -0.399
Cl1 2.484 1.237 -1.114
H1 -2.878 1.452 -0.421
H2 -2.232 -0.157 -0.527
H3 -0.534 2.328 -0.033
H4 0.783 -2.101 -1.480
H5 1.984 -1.969 -0.211
H6 0.178 -2.078 0.239
H7 0.046 0.237 2.575

Listed below, in e, are the natural (NBO) charges computed for each atom: -0.30, -0.71, -1.17, -1.07, 1.69, -0.33, 0.21, 0.19, 0.25, 0.26, 0.28, 0.28, 0.42

---

# 3
ORCA calculation (the ωB97M-V functional and the def2-TZVPD basis) on a 2-piece molecular cluster, C3H7ClS overall at a distorted geometry.

Summary:
strongest force on any atom	4.96	eV/A
highest occupied orbital energy	-0.31679	hartree
structure (SMILES)	C=C(C)S.Cl
HOMO-LUMO gap	9.35	eV
molar mass	110.61	Da
total charge	0

Positions of all 12 atoms, in Å:
C1 0.515 0.451 1.269
C2 0.628 -0.096 0.082
C3 0.732 0.664 -1.176
S1 0.702 -1.836 -0.100
H1 0.672 -0.003 2.168
H2 0.261 1.461 1.265
H3 0.369 1.591 -1.167
H4 0.463 -0.099 -1.931
H5 1.730 0.786 -1.471
H6 -0.185 -1.915 0.910
Cl1 -2.434 -0.231 -0.048
H7 -3.453 -0.775 0.200

Listed below, in e, are the natural (NBO) charges computed for each atom: -0.43, -0.11, -0.67, 0.00, 0.20, 0.19, 0.22, 0.22, 0.23, 0.14, -0.23, 0.23

---

# 4
ORCA calculation (the ωB97M-V functional and the def2-TZVPD basis) on a 2-piece molecular cluster, C3H7ClSi overall at a distorted geometry.

Summary:
strongest force on any atom	3.53	eV/A
highest occupied orbital energy (alpha / beta)	-0.30344 / -0.30342	hartree
HOMO-LUMO gap (alpha / beta)	7.94 / 7.94	eV
molar mass	106.63	Da
total charge	0

Positions of all 12 atoms, in Å:
C1 -0.765 -1.725 -0.525
C2 -0.304 -0.520 -0.113
C3 -0.981 0.392 0.834
Si1 2.346 0.609 -0.438
Cl1 3.920 -0.393 0.415
H1 -0.316 -2.453 -1.113
H2 -1.769 -2.050 -0.222
H3 -0.898 1.369 0.471
H4 -0.367 0.343 1.749
H5 -2.099 0.361 0.934
H6 2.153 1.965 0.144
H7 2.078 0.786 -1.864

Listed below, in e, are the natural (NBO) charges computed for each atom: -0.51, -0.05, -0.72, 0.91, -0.34, 0.20, 0.19, 0.21, 0.23, 0.21, -0.17, -0.15

---

Energy above the lowest of the compared OMol25 structures with the same formula, charge and spin? In order: 59.8 98.3 36.4 71.5 kcal per mole.